1.
C42H57BN10OS4SeY | the ωB97M-V functional and the def2-TZVPD basis

The geometry in XYZ format:
```
117
Properties=species:S:1:pos:R:3:forces:R:3
Y -1.9352 2.4090 -0.1863 1.112 0.235 1.298
C 1.1022 1.8428 3.8010 0.012 -0.001 -0.054
C 1.4494 1.0570 2.5782 -0.053 0.025 0.075
C 2.7333 0.8226 2.2076 0.021 0.024 0.014
C 3.0104 0.0721 1.0389 0.079 0.024 0.053
N 2.0453 -0.4001 0.3156 -0.035 -0.123 -0.024
N 0.7701 -0.1724 0.6685 -0.102 -0.095 0.165
B -0.1385 -1.0560 -0.2457 0.128 0.109 -0.048
N -0.3727 -2.4097 0.4861 0.017 0.102 0.111
N 0.4262 -3.1690 1.2022 0.005 0.060 -0.054
C -0.1432 -4.1817 1.8188 -0.020 -0.082 0.030
C -1.5313 -4.4358 1.6760 0.000 -0.024 -0.054
C -2.3465 -3.6145 0.9396 -0.131 -0.104 -0.043
C -3.8199 -3.8244 0.7616 0.082 0.026 0.079
C -1.6902 -2.5208 0.3574 0.161 0.145 -0.054
S -2.1257 -1.0752 -0.5122 -0.055 -0.551 0.060
C 0.7843 -5.0101 2.7015 0.016 0.046 -0.035
C 0.0632 -6.2053 3.3217 0.015 0.016 -0.025
C 1.3027 -4.0909 3.8178 -0.034 0.001 -0.004
C 1.9624 -5.5051 1.8527 -0.056 -0.009 -0.034
N 0.5130 -1.1899 -1.6217 0.052 0.259 -0.058
N 0.9220 -2.4365 -1.9055 -0.011 -0.024 0.066
C 1.5075 -2.6600 -3.0408 -0.008 -0.019 -0.075
C 1.6424 -1.6224 -4.0009 0.006 -0.035 -0.047
C 1.2390 -0.3600 -3.7172 -0.045 0.103 -0.074
C 1.3426 0.7568 -4.7056 0.038 -0.016 0.045
C 0.6926 -0.1083 -2.4109 0.007 -0.143 0.123
S 0.3905 1.4794 -1.8916 0.082 0.030 0.064
C 2.0147 -4.0650 -3.3162 -0.067 -0.046 -0.019
C 3.5045 -3.9926 -3.6776 -0.011 0.000 0.034
C 1.8396 -4.9568 -2.0873 0.003 0.033 -0.006
C 1.2188 -4.6554 -4.4907 0.016 0.033 0.029
C 0.4009 0.5283 1.7522 -0.003 0.030 -0.060
S -1.2444 0.7973 2.1240 0.064 -0.073 0.067
C 4.4318 -0.2409 0.6043 -0.002 0.002 -0.023
C 5.0769 -1.1226 1.6829 -0.009 -0.006 -0.009
C 5.2109 1.0732 0.4584 -0.038 0.006 -0.005
C 4.4359 -0.9880 -0.7302 -0.061 0.014 0.025
H 2.0034 2.1263 4.3432 -0.013 -0.006 -0.011
H 0.4470 1.2647 4.4531 0.009 0.009 0.009
H 0.5514 2.7410 3.5147 -0.009 -0.018 0.002
H 3.5469 1.2125 2.8068 -0.002 -0.016 -0.018
H -1.9633 -5.2978 2.1673 0.025 0.008 0.001
H -4.0467 -4.8830 0.6447 -0.010 0.002 0.004
H -4.1821 -3.2865 -0.1135 -0.010 -0.016 -0.002
H -4.3633 -3.4604 1.6362 -0.002 0.022 -0.024
H -0.7603 -5.8948 3.9686 0.011 -0.018 -0.002
H 0.7687 -6.7653 3.9357 -0.012 -0.008 -0.002
H -0.3226 -6.8855 2.5584 -0.005 0.004 0.027
H 0.4743 -3.6840 4.4031 0.025 -0.006 0.010
H 1.8674 -3.2579 3.3975 -0.001 -0.011 0.012
H 1.9520 -4.6525 4.4914 0.006 0.007 -0.019
H 1.6157 -6.1769 1.0635 0.031 0.008 0.010
H 2.6702 -6.0496 2.4798 -0.012 0.006 -0.001
H 2.4778 -4.6664 1.3845 0.014 -0.020 0.025
H 2.0611 -1.8445 -4.9747 0.016 0.001 0.027
H 1.6690 0.3849 -5.6755 0.002 -0.010 0.019
H 2.0476 1.5129 -4.3552 -0.017 -0.002 0.007
H 0.3780 1.2551 -4.8091 0.010 0.006 -0.010
H 4.0786 -3.5371 -2.8672 0.000 -0.014 -0.019
H 3.6777 -3.4145 -4.5869 0.007 -0.014 0.015
H 3.8897 -4.9998 -3.8440 0.006 0.016 -0.016
H 2.3913 -4.5623 -1.2320 -0.028 -0.010 -0.008
H 2.2153 -5.9558 -2.3153 -0.001 0.009 0.011
H 0.7899 -5.0354 -1.8006 0.017 -0.009 0.005
H 1.3926 -4.1021 -5.4159 -0.020 -0.010 0.014
H 0.1478 -4.6399 -4.2779 0.018 -0.021 -0.009
H 1.5189 -5.6914 -4.6578 0.013 0.029 -0.019
H 5.1315 -0.6104 2.6459 0.000 -0.015 -0.013
H 6.0927 -1.3885 1.3858 -0.002 0.018 0.017
H 4.5075 -2.0455 1.8168 0.020 0.007 -0.003
H 5.3406 1.5785 1.4175 -0.001 0.000 -0.023
H 4.6945 1.7553 -0.2208 0.033 -0.016 -0.005
H 6.2032 0.8717 0.0521 -0.004 0.001 0.027
H 3.8576 -1.9114 -0.6639 0.026 0.007 -0.018
H 5.4639 -1.2329 -1.0023 -0.007 0.013 -0.004
H 3.9991 -0.3765 -1.5231 0.011 -0.026 0.009
C -4.0169 5.4988 2.8231 0.027 -0.047 0.049
C -3.3970 4.2072 2.3843 -0.084 0.060 0.036
N -2.2125 4.1120 1.9217 0.041 -0.134 -0.196
N -1.4591 5.2402 1.8762 0.103 -0.024 0.124
C -0.2360 5.2321 1.2937 -0.098 -0.062 -0.032
N 0.4055 6.4044 1.3158 0.067 -0.004 -0.044
S 0.4813 3.8721 0.6123 0.022 0.044 -0.109
C -4.1974 2.9565 2.3552 0.028 -0.004 -0.022
C -5.1672 2.7126 3.3141 -0.039 0.012 0.058
C -5.8830 1.5281 3.2625 -0.018 -0.025 -0.003
C -5.6126 0.6277 2.2479 -0.037 0.009 0.021
C -4.6308 0.9467 1.3263 0.019 0.029 -0.083
N -3.9318 2.0812 1.3739 0.062 0.113 -0.086
H -3.9887 6.1904 1.9733 -0.020 -0.002 0.011
H -3.4867 5.9455 3.6686 0.000 -0.007 -0.015
H -5.0582 5.3721 3.1016 0.004 0.006 0.003
H -1.8701 6.1204 2.1525 -0.042 0.006 -0.037
H -0.0308 7.2591 1.6188 0.004 0.002 0.017
H 1.2784 6.4632 0.8196 -0.028 0.027 -0.028
H -5.3433 3.4283 4.1050 -0.022 -0.002 -0.024
H -6.6444 1.3143 4.0009 0.026 0.009 0.014
H -6.1526 -0.3049 2.1643 0.002 0.013 -0.022
H -4.3887 0.2747 0.5128 0.036 0.004 -0.014
Se -3.3014 4.6277 -0.9855 -0.334 0.695 -0.364
C -2.1341 5.5160 -2.2280 -0.017 -0.086 0.044
C -2.3352 6.8676 -2.5000 0.082 0.000 -0.002
C -1.4994 7.5374 -3.3841 -0.020 -0.012 0.035
C -0.4525 6.8709 -4.0063 0.014 0.018 -0.025
C -0.2523 5.5230 -3.7455 -0.020 -0.019 0.044
C -1.0898 4.8489 -2.8670 -0.069 0.068 -0.016
H -3.1534 7.3886 -2.0190 0.006 0.018 -0.014
H -1.6685 8.5873 -3.5896 -0.015 -0.009 0.000
H 0.1937 7.3960 -4.6979 -0.004 -0.006 0.014
H 0.5553 4.9866 -4.2292 -0.017 0.003 0.005
H -0.9349 3.7886 -2.7071 0.011 -0.032 -0.020
C -3.9104 1.0827 -2.2447 0.024 -0.183 -0.058
O -2.6797 1.2042 -1.5847 -1.013 -0.351 -0.745
H -3.7736 1.0705 -3.3290 0.022 -0.018 -0.030
H -4.5799 1.9132 -2.0017 -0.040 0.028 -0.018
H -4.4112 0.1444 -1.9626 0.023 -0.018 -0.027
```
Positions in Å, forces in eV/Å.

The net charge is +1. The calculation puts the energy above the lowest of the compared OMol25 structures with the same formula, charge and spin at 4.9 kJ/mol. Its multiplicity is 1. As for the HOMO-LUMO gap: 6.35 eV. As for the total energy: -6314.862630 Ha.

Löwdin atomic charge list, values in e, 8 entries: atom 1 (Y): 0.8543, atom 2 (C): -0.0667, atom 3 (C): -0.2609, atom 4 (C): 0.0708, atom 5 (C): -0.1974, atom 6 (N): 0.1815, atom 7 (N): -0.0014, atom 8 (B): -0.7901

2.
C2H5N3O | the ωB97M-V functional and the def2-TZVPD basis

The geometry in XYZ format:
```
11
Properties=species:S:1:pos:R:3:forces:R:3
C -0.7811 -1.0336 0.6743 -3.446 -2.983 0.940
C 0.1628 -0.2985 0.2175 2.015 0.878 -0.880
N 2.5092 2.8168 -3.0569 -0.742 0.345 -0.783
N 2.3926 2.3162 -2.0635 0.729 -0.198 0.230
N 2.6530 1.8294 -0.9788 0.758 -0.381 1.155
O 0.0043 0.9698 -0.3599 4.752 -1.973 1.713
H -0.8884 -2.1051 0.9749 1.719 0.953 -0.038
H -1.8124 -0.7756 0.6602 -0.794 1.220 -0.306
H 1.1977 -0.7264 0.2986 -0.767 1.275 -0.596
H 1.9311 1.3674 -0.4383 -0.450 0.455 -0.714
H -0.8214 1.2276 -0.6143 -3.775 0.410 -0.721
```
Positions in Å, forces in eV/Å.

The calculation puts the energy above the lowest of the compared OMol25 structures with the same formula, charge and spin at 426.9 kJ/mol. Its multiplicity is 1. As for the HOMO-LUMO gap: 10.40 eV. As for the total energy: -318.587875 Ha.

Löwdin atomic charge list, values in e, 8 entries: atom 1 (C): -0.0143, atom 2 (C): -0.2532, atom 3 (N): 0.1702, atom 4 (N): -0.3136, atom 5 (N): 0.0906, atom 6 (O): -0.0176, atom 7 (H): 0.0829, atom 8 (H): 0.0460

3.
C3H5N3O | the ωB97M-V functional and the def2-TZVPD basis

The geometry in XYZ format:
```
12
Properties=species:S:1:pos:R:3:forces:R:3
N 1.8454 -0.0216 -0.3167 0.017 -0.102 -0.090
C 0.5896 -0.2338 0.2004 -0.154 -0.083 0.108
C -0.4322 0.7894 -0.1941 0.238 0.056 -0.123
N -1.6889 0.7958 0.6178 -0.169 -0.040 0.019
C -1.7456 0.2481 -0.6189 -0.277 -0.244 -0.271
O -2.4242 -0.3410 -1.4066 0.362 0.342 0.396
N 0.2104 -1.1612 0.9923 0.259 0.190 -0.177
H 2.4933 -0.7951 -0.3074 -0.081 0.092 0.023
H 1.9408 0.5996 -1.1058 -0.063 -0.081 0.100
H -0.0715 1.7744 -0.4861 -0.044 -0.155 0.051
H -1.6732 0.1680 1.4223 -0.028 -0.036 -0.049
H 0.9562 -1.8225 1.2028 -0.059 0.061 0.014
```
Positions in Å, forces in eV/Å.

The calculation puts the energy above the lowest of the compared OMol25 structures with the same formula, charge and spin at 194.6 kJ/mol. Its multiplicity is 1. As for the HOMO-LUMO gap: 10.27 eV. As for the total energy: -356.783257 Ha. The structure (SMILES) is [H]/N=C(\N)[C@@H]1NC1=O.

Löwdin atomic charge list, values in e, 8 entries: atom 1 (N): 0.1265, atom 2 (C): -0.4683, atom 3 (C): -0.1318, atom 4 (N): 0.1576, atom 5 (C): -0.4418, atom 6 (O): 0.1261, atom 7 (N): 0.1292, atom 8 (H): 0.0993

4.
C3H3F2O4 | the ωB97M-V functional and the def2-TZVPD basis

The geometry in XYZ format:
```
12
Properties=species:S:1:pos:R:3:forces:R:3
C -1.2262 0.3815 -0.2221 -0.892 1.439 0.739
C -0.3733 -0.6188 0.4835 2.730 0.503 -3.345
C 1.2422 0.2808 0.1010 -0.482 -4.622 0.216
O -1.1087 1.6661 0.1031 2.187 0.759 1.338
O -1.9878 0.1858 -1.1259 -0.771 -2.214 -1.186
O -0.4925 -1.9357 -0.0618 0.713 1.062 2.485
O 1.3769 1.4098 0.5427 -0.019 0.920 -0.338
F 2.2403 -0.6862 0.5992 -0.854 0.853 -0.183
F 1.3861 -0.0022 -1.3267 -0.206 0.857 0.860
H -0.2832 -0.8022 1.4874 -0.302 0.717 2.618
H -0.6770 -1.7053 -0.9281 -0.753 -0.073 -3.283
H -0.0966 1.8263 0.3478 -1.351 -0.201 0.079
```
Positions in Å, forces in eV/Å.

The net charge is -1. The calculation puts the energy above the lowest of the compared OMol25 structures with the same formula, charge and spin at 0.0 kJ/mol. Its multiplicity is 1. As for the HOMO-LUMO gap: 8.98 eV. As for the total energy: -616.876129 Ha. The structure (SMILES) is O=C(O)[C@@H](O)C([O-])(F)F.

Löwdin atomic charge list, values in e, 8 entries: atom 1 (C): -0.5700, atom 2 (C): -0.1154, atom 3 (C): -0.5727, atom 4 (O): 0.0471, atom 5 (O): 0.0848, atom 6 (O): -0.0003, atom 7 (O): 0.0052, atom 8 (F): -0.0692

5.
C20H24FeN | the ωB97M-V functional and the def2-TZVPD basis

The geometry in XYZ format:
```
46
Properties=species:S:1:pos:R:3:forces:R:3
C 1.4097 1.7048 -3.0247 2.008 0.807 -0.894
C 2.1442 1.4983 -1.7864 1.523 0.684 -1.147
C 2.1637 2.7585 -1.0622 1.490 0.547 -1.072
C 1.4424 3.7414 -1.8523 1.783 0.290 -1.063
C 0.9775 3.0913 -3.0651 1.846 0.544 -1.101
Fe 0.3063 2.1679 -1.4521 -0.034 -0.075 1.007
C -1.5606 2.7460 -1.1141 -1.756 -0.706 0.487
C -1.5154 1.5070 -1.8807 -1.811 -0.215 0.802
C -0.7523 0.5434 -1.1360 -1.262 -0.695 1.052
C -0.3403 1.1526 0.1438 -1.870 -0.616 0.908
C 0.4616 0.5300 1.1425 0.069 0.745 -0.627
C 0.4643 0.9083 2.5154 0.139 -0.116 0.014
C 1.5714 0.5676 3.3452 -0.245 0.113 0.064
C 1.5561 0.8484 4.7019 -0.195 0.034 -0.088
C 0.4435 1.4752 5.2816 -0.004 -0.013 0.156
C -0.6528 1.8358 4.4859 0.313 -0.134 -0.287
C -0.6457 1.5722 3.1230 0.221 -0.031 0.176
C -0.8362 2.5426 0.1088 -1.444 -0.814 1.170
H 1.2969 0.9781 -3.8255 -0.180 0.148 0.326
H 2.6858 0.5969 -1.5106 -0.345 0.176 0.033
H 2.7228 2.9615 -0.1520 -0.374 -0.131 -0.134
H 1.3704 4.8035 -1.6333 -0.201 -0.340 0.046
H 0.4924 3.5853 -3.9030 -0.017 -0.186 0.299
H -2.1141 3.6430 -1.3791 0.240 -0.232 -0.043
H -2.0337 1.3243 -2.8183 0.273 0.105 0.178
H -0.5770 -0.5061 -1.3653 0.024 0.361 -0.169
H 1.1851 -0.2066 0.7788 -0.130 0.184 0.291
H 2.4447 0.1104 2.8734 -0.231 0.054 0.186
H 2.4136 0.5793 5.3202 -0.193 0.077 -0.113
H 0.4267 1.6734 6.3517 0.030 -0.008 -0.179
H -1.5209 2.3240 4.9307 0.213 -0.113 -0.052
H -1.4985 1.8505 2.5043 0.232 -0.173 0.170
H -0.7359 3.2230 0.9493 0.081 0.038 -0.448
C 0.4711 -4.2649 -0.0260 0.022 -0.096 -0.029
C 0.8525 -3.0293 0.7770 -0.005 0.513 -0.213
C 1.8110 -3.3881 1.9004 0.128 -0.075 0.126
N -0.3351 -2.3830 1.3192 -0.346 -0.643 0.273
H 1.3732 -4.7542 -0.4109 -0.125 0.059 -0.013
H -0.0669 -4.9836 0.6025 0.032 0.127 -0.030
H -0.1660 -4.0079 -0.8785 0.038 -0.009 0.094
H 1.3730 -2.3288 0.0933 0.104 -0.243 0.047
H 2.7007 -3.8835 1.4952 -0.078 0.080 0.054
H 2.1407 -2.5013 2.4537 -0.110 -0.084 -0.082
H 1.3305 -4.0731 2.6088 0.005 0.103 -0.082
H -0.0997 -1.5694 1.8842 -0.128 -0.166 -0.333
H -0.9733 -2.0932 0.5801 0.270 0.127 0.238
```
Positions in Å, forces in eV/Å.

The net charge is -1. The calculation puts the energy above the lowest of the compared OMol25 structures with the same formula, charge and spin at 0.0 kJ/mol. Its multiplicity is 5. As for the HOMO-LUMO gap (alpha / beta): 4.50 / 5.77 eV. As for the total energy: -2094.798277 Ha.

Löwdin atomic charge list, values in e, 8 entries: atom 1 (C): -0.1919, atom 2 (C): -0.1877, atom 3 (C): -0.1815, atom 4 (C): -0.1914, atom 5 (C): -0.1981, atom 6 (Fe): 0.3030, atom 7 (C): -0.1839, atom 8 (C): -0.1871

6.
C3H8S2 | the ωB97M-V functional and the def2-TZVPD basis

The geometry in XYZ format:
```
13
Properties=species:S:1:pos:R:3:forces:R:3
C 1.2563 0.3840 0.0257 -0.748 2.637 -2.616
C -0.0093 -0.4236 -0.2978 0.221 0.581 -1.472
C -1.2934 0.4733 -0.1726 0.923 -1.798 -0.771
H 3.0372 -1.2704 0.8460 -0.489 0.037 0.338
H 1.4624 1.1442 -0.8786 -0.723 -1.419 1.682
H 0.9592 1.1284 0.8101 1.296 -1.003 0.200
H 0.0502 -0.7820 -1.3676 0.033 -0.117 1.299
H 0.0116 -1.2627 0.4180 -0.689 0.163 -0.460
H -1.5277 1.2001 -0.9383 0.925 0.189 -0.405
H -1.1501 0.9709 0.7379 -0.501 0.945 1.386
H -2.8385 -0.5409 1.2105 -0.289 -0.366 -1.444
S 2.8173 -0.4707 -0.2036 0.471 0.178 0.141
S -2.7753 -0.5507 -0.1897 -0.430 -0.029 2.122
```
Positions in Å, forces in eV/Å.

The calculation puts the energy above the lowest of the compared OMol25 structures with the same formula, charge and spin at 121.9 kJ/mol. Its multiplicity is 1. As for the HOMO-LUMO gap: 9.74 eV. As for the total energy: -915.430536 Ha. The structure (SMILES) is SCCCS.

Löwdin atomic charge list, values in e, 8 entries: atom 1 (C): -0.6426, atom 2 (C): -0.3542, atom 3 (C): -0.6031, atom 4 (H): -0.1645, atom 5 (H): 0.0965, atom 6 (H): 0.0860, atom 7 (H): 0.1151, atom 8 (H): 0.1001